The following is a quantum chemistry calculation of 6 unconnected molecules or ions with the total composition C22H46N10O8, from the OMol25 dataset.

```
! wB97M-V def2-TZVPD RIJCOSX def2/J DEFGRID3
* xyz 0 1
C 9.188 -2.355 1.556
O 8.317 -1.596 0.753
C 7.056 -1.305 1.361
C 5.912 -2.019 0.624
C 5.030 -1.092 -0.222
C 3.951 -0.329 0.558
C 4.388 1.059 1.052
C 3.243 2.071 1.249
C 1.921 1.487 1.784
C 0.792 1.466 0.740
C -0.309 0.464 1.079
C 0.080 -1.007 0.801
C -1.194 -1.789 0.845
C -1.852 -2.205 -0.240
C -3.184 -2.812 -0.147
O -3.730 -3.337 -1.101
C -3.895 -2.721 1.154
C -3.252 -2.351 2.253
C -1.808 -2.016 2.196
O -1.149 -1.936 3.196
H 10.001 -2.716 0.922
H 9.624 -1.756 2.368
H 8.687 -3.225 1.998
H 6.928 -0.220 1.326
H 7.090 -1.615 2.412
H 6.393 -2.741 -0.046
H 5.299 -2.604 1.318
H 4.523 -1.724 -0.963
H 5.639 -0.397 -0.799
H 3.588 -0.943 1.391
H 3.088 -0.187 -0.104
H 4.974 0.982 1.976
H 5.070 1.467 0.298
H 3.590 2.840 1.947
H 3.057 2.584 0.300
H 1.572 2.087 2.630
H 2.070 0.473 2.167
H 1.197 1.232 -0.250
H 0.324 2.455 0.704
H -1.192 0.674 0.469
H -0.607 0.580 2.128
H 0.798 -1.401 1.523
H 0.495 -1.068 -0.210
H -1.441 -2.066 -1.237
H -4.950 -2.977 1.154
H -3.729 -2.294 3.226
C -3.113 3.163 1.299
O -2.409 2.685 0.425
N -3.672 4.405 1.192
N -3.423 2.483 2.444
H -4.259 4.808 1.899
H -3.475 4.927 0.359
H -3.008 1.580 2.581
H -4.029 2.843 3.162
C -2.818 -0.828 -4.442
O -2.716 -0.360 -5.559
N -2.562 -2.141 -4.158
N -3.200 -0.072 -3.362
H -2.676 -2.545 -3.245
H -2.261 -2.728 -4.913
H -3.380 0.902 -3.522
H -3.245 -0.427 -2.426
C -6.909 1.677 2.797
O -6.182 1.666 3.784
N -6.416 1.836 1.537
N -8.263 1.538 2.888
H -6.984 1.865 0.706
H -5.419 1.934 1.457
H -8.655 1.420 3.803
H -8.867 1.532 2.087
C 5.823 1.098 -3.552
O 5.193 0.957 -2.518
N 6.934 0.353 -3.834
N 5.468 2.011 -4.506
H 7.467 0.453 -4.676
H 7.222 -0.321 -3.149
H 4.655 2.569 -4.325
H 5.970 2.141 -5.363
C -6.880 -0.455 -1.715
O -7.681 0.379 -1.321
N -6.882 -0.919 -2.995
N -5.930 -1.001 -0.892
H -6.227 -1.595 -3.340
H -7.571 -0.541 -3.618
H -5.909 -0.684 0.060
H -5.301 -1.727 -1.186
*
```

HOMO level = -9.390 eV
SMILES = COCCCCCCCCCCC1=CC(=O)C=CC1=O.NC(N)=O.NC(N)=O.NC(N)=O.NC(N)=O.NC(N)=O
Strongest force on any atom = 0.767 eV/A
Energy = -54845.42762 eV
Gap between HOMO and LUMO = 7.689 eV
Lowest unoccupied orbital energy = -1.7 eV

Mulliken population analysis, charges in e, atoms 1 to 8: -0.74 -0.38 -0.63 -0.69 -0.97 0.26 -0.65 -1.04



The following is a quantum chemistry calculation of 2 unconnected molecules or ions with the total composition C22H46N3O7, from the OMol25 dataset.

```
! wB97M-V def2-TZVPD RIJCOSX def2/J DEFGRID3
* xyz 1 1
C 4.422 0.415 -0.402
C 3.169 -0.320 -0.869
C 3.208 -0.714 -2.349
C 3.175 0.457 -3.327
O 1.867 0.645 -3.926
N 0.888 0.952 -2.967
C 0.941 2.375 -2.537
C -0.091 2.590 -1.407
N -0.641 3.931 -1.537
C 0.404 4.965 -1.613
C -1.576 4.283 -0.473
C -1.302 3.805 0.932
O -2.466 5.038 -0.722
N -1.122 1.578 -1.372
C -1.576 0.815 -2.551
C -1.924 -0.597 -2.042
C -0.774 -1.421 -1.452
C -1.284 -2.574 -0.585
C -1.706 -2.125 0.825
O -1.194 -2.939 1.860
C -2.808 1.391 -3.292
C -3.728 2.349 -2.546
C -4.394 1.752 -1.319
O -4.685 2.713 -3.542
C -0.432 0.676 -3.592
H 4.474 1.431 -0.797
H 5.323 -0.109 -0.721
H 4.443 0.498 0.683
H 2.294 0.317 -0.659
H 3.022 -1.219 -0.269
H 4.116 -1.292 -2.531
H 2.366 -1.373 -2.589
H 3.801 0.299 -4.200
H 3.502 1.388 -2.860
H 1.006 0.324 -2.162
H 0.732 2.956 -3.433
H 1.944 2.594 -2.184
H 0.465 2.492 -0.461
H 1.223 4.791 -0.900
H 0.807 5.034 -2.623
H -0.041 5.931 -1.383
H -1.063 2.747 1.009
H -0.457 4.372 1.333
H -2.175 4.024 1.539
H -0.998 0.972 -0.576
H -2.326 -1.152 -2.892
H -2.739 -0.508 -1.318
H -0.146 -1.823 -2.255
H -0.126 -0.800 -0.814
H -0.522 -3.349 -0.490
H -2.132 -3.040 -1.090
H -1.404 -1.077 0.986
H -2.787 -2.171 0.944
H -0.233 -2.959 1.801
H -2.499 1.913 -4.199
H -3.434 0.557 -3.621
H -3.166 3.237 -2.275
H -5.253 2.360 -1.028
H -3.716 1.731 -0.465
H -4.749 0.738 -1.513
H -5.505 2.973 -3.112
H -0.380 -0.324 -4.017
H -0.508 1.387 -4.412
C -0.459 -3.684 4.865
C -0.444 -4.417 6.187
O 0.771 -5.167 6.368
C 1.831 -4.456 6.749
O 1.858 -3.267 6.943
O 2.864 -5.286 6.879
C 4.082 -4.662 7.301
H -0.287 -4.382 4.045
H -1.425 -3.206 4.706
H 0.314 -2.916 4.849
H -1.231 -5.167 6.231
H -0.568 -3.731 7.024
H 3.924 -4.089 8.211
H 4.461 -4.004 6.520
H 4.779 -5.475 7.479
*
```

HOMO level = -12.220 eV
Strongest force on any atom = 0.372 eV/A
Energy = -42354.71684 eV
Gap between HOMO and LUMO = 9.768 eV
Lowest unoccupied orbital energy = -2.5 eV

Mulliken population analysis, charges in e, atoms 1 to 8: -1.42 0.39 -0.68 -0.34 -0.50 1.52 -1.12 -0.57



The following is a quantum chemistry calculation of a molecular structure, C22H46N9OPPm, from the OMol25 dataset.

```
! wB97M-V def2-TZVPD RIJCOSX def2/J DEFGRID3
* xyz 3 5
Pm -1.665 -0.163 -0.588
N -2.056 -2.628 -0.620
C -2.227 -2.680 -2.083
C -0.899 -2.467 -2.820
N -0.370 -1.074 -2.627
C -0.595 -0.127 -3.765
C -1.924 0.575 -3.882
N -2.106 1.475 -2.668
H -1.213 -3.190 -0.359
H -2.885 -2.989 -0.152
H -2.920 -1.919 -2.454
H -2.723 -3.647 -2.303
H -1.052 -2.668 -3.886
H -0.197 -3.182 -2.460
H 0.696 -1.175 -2.535
H -0.434 -0.633 -4.743
H 0.155 0.570 -3.673
H -2.784 -0.135 -3.957
H -1.934 1.169 -4.740
H -3.011 1.918 -2.808
H -1.407 2.218 -2.874
N -5.055 -1.019 -0.057
C -6.379 -0.873 -0.353
C -6.453 -0.071 -1.465
C -5.143 0.269 -1.755
N -4.285 -0.249 -0.901
H -4.592 -1.486 0.699
H -7.141 -1.475 0.114
H -7.352 0.244 -2.002
H -4.661 0.953 -2.461
O 0.274 -0.026 0.326
P 1.733 0.472 0.582
N 2.136 0.076 2.116
C 1.341 0.399 3.268
C 1.813 -0.581 4.305
C 3.329 -0.742 4.061
C 3.539 -0.267 2.612
N 2.675 -0.250 -0.562
C 2.617 -1.722 -0.688
C 3.212 -1.933 -2.109
C 4.283 -0.793 -2.244
C 3.668 0.368 -1.474
N 1.751 2.053 0.359
C 2.691 2.975 1.003
C 2.604 4.297 0.224
C 1.998 3.867 -1.094
C 1.078 2.751 -0.764
H 0.360 0.272 2.887
H 1.483 1.505 3.588
H 1.369 -1.626 4.255
H 1.582 -0.289 5.346
H 3.597 -1.789 4.257
H 3.985 -0.209 4.784
H 3.898 -1.016 1.934
H 4.157 0.630 2.498
H 1.562 -2.009 -0.640
H 3.201 -2.234 0.056
H 2.424 -1.709 -2.882
H 3.587 -2.943 -2.242
H 4.451 -0.450 -3.297
H 5.204 -1.073 -1.761
H 3.102 1.008 -2.137
H 4.409 0.999 -0.894
H 3.647 2.503 1.010
H 2.405 3.270 2.072
H 3.631 4.563 0.047
H 2.109 5.039 0.810
H 2.771 3.506 -1.807
H 1.463 4.728 -1.584
H 0.785 2.037 -1.529
H 0.082 3.198 -0.462
C -3.056 -0.954 5.196
C -2.164 -0.024 4.398
C -2.329 -0.245 2.974
N -2.494 -0.508 1.845
H -2.919 -0.832 6.246
H -2.916 -1.995 5.033
H -4.118 -0.722 5.015
H -1.050 -0.157 4.605
H -2.348 1.041 4.637
*
```

HOMO level (alpha / beta) = -16.937 / -16.939 eV
⟨S²⟩ = 6.0037
Strongest force on any atom = 2.860 eV/A
Energy = -64843.05452 eV
Gap between HOMO and LUMO (alpha / beta) = 8.743 / 9.106 eV
Lowest unoccupied orbital energy (alpha / beta) = -8.2 / -7.8 eV

Mulliken population analysis, charges in e, atoms 1 to 8: 1.49 -0.50 -0.44 -0.83 0.53 -0.94 -0.74 -0.48